No. 1
{
  "formula": "H6N2",
  "method": "ωB97M-V with the def2-TZVPD basis set",
  "lumo_energy_ev": 1.002,
  "molar_mass_g_mol": 34.06,
  "smiles": "N.N",
  "gap_ha": 0.405,
  "species": ["N", "N", "H", "H", "H", "H", "H", "H"],
  "positions_angstrom": [[-5.125058, 2.219839, -11.256527], [-8.687667, -0.790890, -10.261866], [-8.709906, -0.927270, -11.277506], [-8.292337, -1.644659, -9.855156], [-4.405538, 2.693909, -11.811666], [-4.635968, 1.654230, -10.555456], [-8.019547, -0.035820, -10.077176], [-5.636728, 2.947879, -10.747825]],
  "forces_ev_per_angstrom": [[0.27, 0.25, 0.30], [0.42, -0.11, -0.15], [0.06, 0.08, 0.51], [-0.17, 0.43, -0.23], [-0.35, -0.23, 0.30], [-0.21, 0.31, -0.34], [-0.29, -0.39, -0.15], [0.29, -0.34, -0.24]],
  "mulliken_charge": [-0.6687, -0.6713, 0.2255, 0.2146, 0.2253, 0.2215, 0.2301, 0.2230]
}

***

No. 2
{
  "formula": "C5H13IP",
  "method": "ωB97M-V with the def2-TZVPD basis set",
  "lumo_energy_ev": [-7.023, -6.295],
  "molar_mass_g_mol": 231.04,
  "total_charge": 1,
  "gap_ha": [0.232, 0.245],
  "species": ["I", "P", "C", "C", "C", "C", "C", "H", "H", "H", "H", "H", "H", "H", "H", "H", "H", "H", "H", "H"],
  "positions_angstrom": [[1.431871, 2.552824, -3.684138], [0.415361, -0.702791, -0.667286], [2.204112, -0.499862, -0.383367], [-0.041841, -2.331179, 0.020642], [0.081313, 2.015373, 0.014878], [-2.008025, 0.599081, -0.051730], [-0.520763, 0.647548, 0.252923], [1.107558, 2.081999, 0.368470], [-0.503086, 2.762428, 0.549429], [-2.411417, -0.402415, 0.069220], [0.054777, 2.283022, -1.043623], [-0.011152, -2.297277, 1.116174], [-2.210554, 0.941345, -1.063279], [2.537097, 0.483544, -0.714262], [2.424748, -0.628197, 0.681494], [-2.537727, 1.257244, 0.632473], [0.663154, -3.087142, -0.327490], [-0.361213, 0.357813, 1.303961], [-1.043480, -2.622591, -0.294898], [2.760905, -1.253646, -0.947154]],
  "forces_ev_per_angstrom": [[0.03, -0.06, -0.04], [0.25, 0.24, 1.62], [-0.13, -0.04, -0.49], [-0.07, 0.10, -0.41], [0.17, 0.19, -0.22], [-0.03, -0.14, -0.10], [0.17, -0.41, -0.32], [0.06, 0.05, 0.01], [-0.04, -0.02, 0.09], [-0.15, -0.09, 0.01], [-0.02, -0.02, 0.09], [0.04, 0.19, -0.13], [-0.02, 0.01, -0.11], [-0.08, -0.02, 0.02], [-0.17, 0.01, -0.02], [-0.01, 0.04, 0.07], [0.00, 0.08, -0.03], [0.12, -0.19, -0.13], [0.01, 0.05, 0.02], [-0.12, 0.03, 0.07]],
  "mulliken_charge": [0.0398, 0.5092, -0.9732, -1.0824, -1.2595, -1.4518, 0.6477, 0.4166, 0.4096, 0.3890, 0.0708, 0.3827, 0.3692, 0.3352, 0.3713, 0.4210, 0.3826, 0.2724, 0.3712, 0.3786]
}

***

No. 3
{
  "formula": "C6H13NO",
  "method": "ωB97M-V with the def2-TZVPD basis set",
  "lumo_energy_ev": 0.828,
  "molar_mass_g_mol": 115.18,
  "smiles": "C=C(/C=C/C)NC.O",
  "gap_ha": 0.315,
  "species": ["O", "N", "C", "C", "C", "C", "C", "C", "H", "H", "H", "H", "H", "H", "H", "H", "H", "H", "H", "H", "H"],
  "positions_angstrom": [[2.614016, 0.343669, -0.962670], [-1.328330, -1.370250, 1.146535], [-0.213294, 0.206518, -0.315210], [0.004465, 1.510819, -0.175738], [-2.602952, -1.123939, 0.362805], [-0.062410, -0.912752, 0.601063], [0.023569, 2.533588, -1.235816], [1.091876, -1.412275, 1.034923], [-0.421817, -0.170443, -1.457672], [-0.902533, 2.575365, -1.708137], [-2.593200, -0.675200, -0.626409], [2.001374, -0.921943, 0.861257], [0.801568, 2.269737, -1.962397], [-3.055210, -2.163516, 0.122554], [-1.327892, -2.219271, 1.558412], [3.314475, -0.320402, -1.151322], [-3.323533, -0.463025, 0.883895], [0.004845, 1.899501, 0.977747], [1.188134, -2.221164, 1.626927], [3.040891, 1.001720, -0.355954], [0.211567, 3.439283, -0.725445]],
  "forces_ev_per_angstrom": [[1.59, 0.30, 0.31], [-0.27, 4.33, -3.74], [0.19, -0.02, -3.94], [-0.98, -0.65, 4.10], [-0.55, -2.03, 0.40], [-2.04, -0.53, 2.02], [1.43, -0.97, 0.36], [-0.54, 2.05, -1.44], [0.62, 0.91, 2.64], [-1.65, 0.23, -1.03], [1.16, 0.11, -0.05], [0.86, 0.59, -0.72], [-0.11, 0.37, 0.09], [0.30, 1.67, 0.74], [0.18, -3.18, 1.47], [-0.62, 0.73, 0.21], [0.38, -0.71, 0.26], [0.49, -0.92, -2.80], [-0.26, -2.70, 2.07], [-0.54, -0.92, -0.83], [0.37, 1.34, -0.11]],
  "mulliken_charge": [-0.6002, -0.2572, -0.1800, 0.1644, -0.8049, 0.4190, -1.2592, -1.2379, 0.1958, 0.3292, 0.2769, 0.2652, 0.3088, 0.2819, 0.2638, 0.2729, 0.2714, 0.2103, 0.3930, 0.3185, 0.3683]
}

***

No. 4
{
  "formula": "C3H6N2S2",
  "method": "ωB97M-V with the def2-TZVPD basis set",
  "lumo_energy_ev": -1.705,
  "molar_mass_g_mol": 134.23,
  "smiles": "CNNC(=S)C=S",
  "gap_ha": 0.269,
  "species": ["S", "S", "N", "N", "C", "C", "C", "H", "H", "H", "H", "H", "H"],
  "positions_angstrom": [[-3.359750, -0.302491, -0.045287], [0.046245, 2.258438, -0.082705], [1.001876, -0.581950, -0.685301], [-0.326118, -0.339074, -0.398381], [-0.824265, 0.860145, -0.080429], [1.789616, -0.880519, 0.476546], [-2.271555, 0.914966, 0.109853], [1.508325, -1.866461, 0.850105], [2.823632, -0.990134, 0.080063], [1.445741, 0.221532, -1.194486], [1.786510, -0.119651, 1.259348], [-0.971087, -1.096332, -0.536168], [-2.649171, 1.921528, 0.246844]],
  "forces_ev_per_angstrom": [[1.04, 0.71, 0.20], [0.06, 0.11, 0.21], [0.54, 0.80, -1.33], [-0.02, 0.65, 0.32], [0.78, -0.32, -0.59], [1.36, -0.65, -0.14], [-1.88, -0.55, -0.36], [-0.06, 0.17, 0.27], [-0.50, 0.10, 0.50], [-1.13, -0.78, 0.64], [-0.16, -0.01, 0.06], [-0.16, -0.30, -0.04], [0.12, 0.07, 0.26]],
  "mulliken_charge": [-0.2511, -0.2969, -0.7075, 0.1762, 0.4180, -0.7582, -0.3036, 0.2752, 0.3329, 0.2933, 0.3025, 0.1851, 0.3340]
}